Below is the ion C6H16N2 with charge -1 in a non-equilibrium geometry, with properties calculated with ωB97M-V/def2-TZVPD.

Last column: Löwdin charge in e.
CARTESIAN COORDINATES (ANGSTROEM)
N1 1.5923 -0.5329 -1.1647  -0.006
C1 0.5944 0.0991 -0.3241  -0.395
C2 -0.4310 0.9812 -1.1691  -0.389
C3 0.4160 1.9745 -2.0551  -0.124
C4 -1.4393 1.7196 -0.3889  -0.324
C5 -0.1145 -0.9865 0.4596  -0.248
N2 0.3621 -1.4101 1.8500  -0.136
C6 -0.7412 -1.8771 2.7193  -0.322
H1 1.9209 -1.4137 -0.7611  0.064
H2 1.2066 -0.8424 -2.0710  0.073
H3 1.1866 0.7607 0.3576  0.135
H4 -1.0698 0.3917 -1.9006  0.138
H5 -0.2059 2.7640 -2.4551  0.042
H6 0.9664 1.4780 -2.8169  0.032
H7 1.1735 2.4515 -1.3258  0.095
H8 -2.0361 1.1509 0.2119  -0.008
H9 -1.9907 2.2997 -1.0654  0.028
H10 -1.0153 2.4539 0.1442  0.002
H11 -1.1522 -0.7911 0.6017  0.049
H12 -0.0958 -1.9021 -0.2324  0.120
H13 0.7289 -0.5613 2.2594  0.043
H14 -0.5328 -2.9767 2.8810  0.050
H15 -1.7369 -1.7247 2.1790  0.041
H16 -0.7347 -1.4028 3.7466  0.040

Calculated values
F_max = 4.09 eV Å⁻¹
E_LUMO (spin up / spin down) = 0.1450 / 0.1439 Eh
Energy relative to the best compared isomer or geometry (same formula, charge and spin) = 35.5 kcal per mole
2S+1 = 2
Expectation value of S² = 0.7504
Net charge = -1
HOMO level (spin up / spin down) = 1.459 / -5.494 eV
Frontier orbital gap (spin up / spin down) = 0.091 / 0.346 Ha

***

Below is a structure of composition C3H2FNO in a non-equilibrium geometry, with properties calculated with ωB97M-V/def2-TZVPD.

Last column: Löwdin charge in e.
CARTESIAN COORDINATES (ANGSTROEM)
C1 -1.0357 0.8731 -1.9939  -0.114
C2 0.9011 0.1839 0.0166  -0.206
C3 -0.5327 -0.0856 -0.2542  -0.112
N1 -1.3053 1.5832 -2.8320  0.038
O1 1.7564 -0.5109 -0.5021  0.103
F1 -1.4125 0.5835 0.5205  0.006
H1 0.9366 0.8254 0.8468  0.118
H2 -0.9957 -1.1272 -0.4394  0.167

Calculated values
F_max = 6.42 eV Å⁻¹
E_LUMO = -0.0612 Eh
Energy relative to the best compared isomer or geometry (same formula, charge and spin) = 68.0 kcal per mole
HOMO level = -11.749 eV
Frontier orbital gap = 0.371 Ha

***

Below is a structure of composition C5H11NO2 in a non-equilibrium geometry, with properties calculated with ωB97M-V/def2-TZVPD.

Last column: Löwdin charge in e.
CARTESIAN COORDINATES (ANGSTROEM)
C1 0.1239 0.8345 -0.9087  -0.008
C2 0.4962 -0.6898 -0.6318  -0.400
C3 1.1705 -0.8888 0.7096  -0.040
C4 2.3070 0.0686 0.9427  -0.324
O1 3.0025 0.6781 0.1368  0.022
N1 -0.6346 -1.4875 -0.8551  0.165
C5 -1.7670 -1.0106 -0.1582  -0.111
O2 -2.0940 2.1677 0.5221  -0.334
H1 1.0232 1.4244 -0.6665  0.090
H2 -0.3133 0.8978 -1.9020  0.092
H3 -0.6770 1.2067 -0.2503  0.006
H4 1.2512 -1.0173 -1.3419  0.139
H5 2.2712 -1.2921 0.5235  0.169
H6 0.5750 -1.2019 1.5531  0.128
H7 2.5961 0.1865 1.9985  0.138
H8 -2.4010 -0.2572 -0.6874  0.143
H9 -2.5634 -1.7630 -0.0081  0.111
H10 -1.4680 -0.4926 0.7632  0.095
H11 -2.8984 2.6366 0.2604  -0.082

Calculated values
F_max = 3.49 eV Å⁻¹
E_LUMO = -0.1423 Eh
Energy relative to the best compared isomer or geometry (same formula, charge and spin) = 224.7 kcal per mole
HOMO level = -8.050 eV
Frontier orbital gap = 0.154 Ha

***

Below is a structure of composition C4H5CuO4 in a non-equilibrium geometry, with properties calculated with ωB97M-V/def2-TZVPD.

Last column: Löwdin charge in e.
CARTESIAN COORDINATES (ANGSTROEM)
C1 1.1492 1.5768 0.5363  0.016
O1 2.3813 1.6792 0.3033  0.266
H1 0.6911 2.2984 1.2262  0.188
H2 2.8910 2.1218 1.0072  0.206
C2 0.4715 0.3640 0.1547  -0.055
C3 -0.6492 -0.0759 1.0144  -0.126
H3 1.1248 -0.4636 -0.1357  0.165
H4 -0.0952 0.4391 -1.0691  0.269
H5 -1.1061 0.6606 1.6955  0.166
O2 -1.3591 -1.0105 0.6151  0.006
C4 -1.5945 -1.3559 -1.8699  -0.270
O3 -1.1243 -0.4163 -2.4360  0.222
O4 -1.4136 -2.4629 -1.5026  0.169
Cu1 -1.3668 -3.3547 0.4604  0.777

Calculated values
F_max = 5.81 eV Å⁻¹
E_LUMO = -0.3707 Eh
Net charge = +2
HOMO level = -18.887 eV
Frontier orbital gap = 0.323 Ha

***

Below is a structure of composition C9H16BeOP in a non-equilibrium geometry, with properties calculated with ωB97M-V/def2-TZVPD.

Last column: Löwdin charge in e.
CARTESIAN COORDINATES (ANGSTROEM)
C1 -1.3355 1.7433 -1.1630  -0.080
C2 -1.1939 1.0241 -2.3568  -0.334
C3 -0.0008 1.2215 -3.0884  -0.236
C4 1.1110 1.8221 -2.5112  -0.311
C5 0.9541 2.3965 -1.2468  -0.096
Be1 0.1364 0.9430 -1.3674  -0.309
P1 -2.6475 -1.7093 1.4144  0.645
H1 -2.2566 1.8669 -0.5257  -0.024
H2 -1.8404 0.3029 -2.8999  0.075
H3 0.1069 0.7324 -4.0855  0.089
H4 1.7075 3.0078 -0.7005  -0.024
H5 1.9983 1.7328 -3.1860  0.075
H6 -2.4216 -3.0959 1.6779  -0.186
H7 -3.8425 -1.9225 0.6319  -0.166
H8 -3.3098 -1.5760 2.6824  -0.184
C6 1.1378 -1.6322 1.7261  -0.193
C7 1.2997 -0.1710 2.1966  -0.176
C8 0.6412 0.7067 1.1583  -0.099
O1 0.5018 -0.1386 -0.1456  -0.172
C9 0.9245 -1.5979 0.2266  -0.089
H9 2.0394 -2.1921 2.0135  0.106
H10 0.2670 -2.0932 2.2254  0.078
H11 2.3603 0.1136 2.2504  0.105
H12 0.8277 -0.0292 3.1764  0.109
H13 -0.3975 0.9489 1.4065  0.110
H14 1.2585 1.5691 0.8895  0.083
H15 1.8569 -1.7190 -0.3144  0.113
H16 0.1172 -2.2545 -0.0847  0.094

Calculated values
F_max = 4.12 eV Å⁻¹
E_LUMO (spin up / spin down) = 0.1096 / 0.1096 Eh
Energy relative to the best compared isomer or geometry (same formula, charge and spin) = 102.6 kcal per mole
Net charge = -1
HOMO level (spin up / spin down) = 0.391 / 0.390 eV
Frontier orbital gap (spin up / spin down) = 0.095 / 0.095 Ha

***

Below is a cluster of 2 separate species, C6H15N3O in total in a non-equilibrium geometry, with properties calculated with ωB97M-V/def2-TZVPD.

Last column: Löwdin charge in e.
CARTESIAN COORDINATES (ANGSTROEM)
C1 -0.4248 1.1168 0.6415  -0.168
C2 -1.7087 -1.6511 0.5197  -0.022
C3 -1.3727 1.8501 -0.2797  -0.187
C4 -0.7268 -1.0250 -0.4316  -0.428
N1 -0.9388 -0.7861 -1.6936  0.113
H1 -1.9270 -0.6556 -1.8866  0.068
H2 -0.9000 0.7649 1.5575  0.055
H3 0.3505 1.8045 0.9912  0.045
H4 -1.7120 -2.7380 0.3623  0.094
H5 -2.7030 -1.2603 0.3009  0.085
H6 -1.4659 -1.4684 1.5617  0.070
H7 -1.6096 2.8593 0.0732  0.061
H8 -2.3200 1.3186 -0.3894  0.051
H9 -0.9502 1.9539 -1.2849  0.053
C5 2.4496 0.3361 0.6840  -0.024
C6 1.3045 0.0319 -0.2325  -0.427
N2 1.3641 0.4621 -1.5118  0.127
O1 0.9110 -1.7949 1.1585  -0.022
N3 0.6929 -1.2410 -0.1307  -0.095
H10 1.3044 -2.6533 0.9606  0.117
H11 0.5201 0.1337 -2.0468  0.068
H12 1.6356 1.4289 -1.6252  0.107
H13 2.8100 1.3442 0.4889  0.085
H14 3.2645 -0.3650 0.4899  0.092
H15 2.1522 0.2337 1.7229  0.081

Calculated values
F_max = 2.47 eV Å⁻¹
E_LUMO = 0.0301 Eh
Energy relative to the best compared isomer or geometry (same formula, charge and spin) = 112.2 kcal per mole
HOMO level = -7.029 eV
Frontier orbital gap = 0.288 Ha

***

Below is a cluster of 2 separate species, C4H12NO2 in total in a non-equilibrium geometry, with properties calculated with ωB97M-V/def2-TZVPD.

Last column: Löwdin charge in e.
CARTESIAN COORDINATES (ANGSTROEM)
C1 0.0226 -0.2080 -1.9483  -0.052
N1 1.2150 0.0848 -0.8196  -0.114
C2 1.0083 1.2023 0.0886  -0.285
C3 0.0126 0.8550 1.3003  -0.183
C4 -1.3939 0.3277 0.9084  -0.386
O1 -1.3513 -0.7353 0.0099  -0.395
H1 -0.7230 -0.8127 -1.3945  0.004
H2 0.6428 -0.6454 -2.6519  0.003
H3 -0.4354 0.8335 -2.2034  0.087
H4 1.6118 -0.7410 -0.5929  -0.001
H5 0.6991 2.2256 -0.4608  0.119
H6 2.0546 1.5357 0.4577  0.092
H7 0.4500 -0.1564 1.6950  0.114
H8 0.1261 1.6940 1.9908  0.072
H9 -1.9769 0.0303 1.7515  0.068
H10 -2.0593 1.0527 0.3154  0.101
H11 -0.7362 -1.8661 0.6222  0.012
H12 0.6804 -2.1875 0.0291  0.034
O2 0.1528 -2.4892 0.9025  -0.293

Calculated values
F_max = 7.23 eV Å⁻¹
E_LUMO = 0.1574 Eh
Energy relative to the best compared isomer or geometry (same formula, charge and spin) = 77.0 kcal per mole
Net charge = -1
HOMO level = -3.436 eV
Frontier orbital gap = 0.284 Ha

***

What is the formula in the sixth record?
C6H15N3O

***

Among the records above, which one has the highest F_max?
C4H12NO2